Record 1
{"formula": "C5H8O", "method": "ωB97M-V/def2-TZVPD", "e_lumo_ha": 0.039, "e_above_lowest_kcal_mol": 119.0, "mol_weight_g_mol": 84.12, "symbols": ["C", "C", "C", "C", "O", "C", "H", "H", "H", "H", "H", "H", "H", "H"], "xyz": [[-1.177, 1.027, 0.521], [-0.057, 0.430, 0.124], [0.862, 0.664, -1.052], [0.551, -0.828, -1.242], [1.371, -1.510, -0.335], [0.154, -1.027, 0.206], [-1.972, 0.451, 0.995], [-1.352, 2.074, 0.339], [-0.246, 0.278, 2.276], [0.508, 1.386, -1.787], [1.921, 0.815, -0.811], [-0.006, -1.281, -2.050], [0.209, -0.313, 2.353], [-0.508, -1.747, 0.676]], "forces_ev_per_a": [[-0.08, 0.25, -0.32], [-0.15, 0.55, 0.54], [-0.13, 0.08, -0.03], [0.11, -0.37, -0.49], [0.39, 0.13, 0.13], [-0.78, -0.14, -0.78], [0.33, 0.27, 0.28], [-0.18, 0.07, -0.35], [0.39, -0.40, 0.76], [-0.04, -0.17, 0.08], [-0.28, -0.11, -0.13], [0.47, -0.30, -0.15], [-0.09, 0.06, 0.80], [0.05, 0.07, -0.35]], "nbo_charge": [-0.510, 0.040, -0.456, 0.093, -0.449, -0.001, 0.205, 0.210, 0.025, 0.227, 0.235, 0.213, -0.042, 0.211]}

Record 2
{"formula": "C22H31N5O4", "method": "ωB97M-V/def2-TZVPD", "e_lumo_ha": 0.020, "e_above_lowest_kcal_mol": 64.7, "mol_weight_g_mol": 429.52, "symbols": ["C", "C", "N", "C", "C", "N", "C", "C", "C", "N", "C", "O", "C", "C", "C", "O", "N", "C", "C", "N", "C", "C", "C", "C", "C", "C", "O", "C", "C", "O", "C", "H", "H", "H", "H", "H", "H", "H", "H", "H", "H", "H", "H", "H", "H", "H", "H", "H", "H", "H", "H", "H", "H", "H", "H", "H", "H", "H", "H", "H", "H", "H"], "xyz": [[-0.356, -2.939, -0.015], [-1.044, -1.763, -0.710], [-1.710, -0.890, 0.236], [-3.108, -1.156, 0.493], [-4.001, -0.601, -0.635], [-5.360, -0.482, -0.197], [-5.896, 0.517, 0.529], [-7.206, 0.175, 0.774], [-7.362, -1.070, 0.151], [-6.238, -1.454, -0.425], [-1.149, 0.180, 0.840], [-1.767, 0.870, 1.638], [0.278, 0.532, 0.475], [0.276, 1.478, -0.766], [-1.079, 2.177, -0.880], [-1.992, 1.752, -1.563], [-1.142, 3.333, -0.203], [-0.179, 3.666, 0.820], [1.259, 3.427, 0.328], [1.287, 2.503, -0.786], [2.609, 2.113, -1.238], [3.345, 1.148, -0.338], [4.112, 1.619, 0.720], [4.746, 0.739, 1.573], [4.607, -0.625, 1.391], [3.847, -1.126, 0.342], [3.631, -2.465, 0.136], [4.270, -3.390, 0.980], [3.232, -0.229, -0.552], [2.460, -0.621, -1.618], [2.839, -1.757, -2.367], [0.444, -2.593, 0.634], [-1.070, -3.495, 0.589], [0.066, -3.610, -0.758], [-1.803, -2.142, -1.397], [-0.321, -1.201, -1.300], [-3.366, -0.649, 1.426], [-3.267, -2.230, 0.613], [-3.995, -1.269, -1.499], [-3.618, 0.378, -0.937], [-5.321, 1.377, 0.807], [-7.942, 0.734, 1.315], [-8.236, -1.689, 0.099], [0.708, 1.059, 1.326], [0.883, -0.346, 0.279], [0.402, 0.875, -1.670], [-2.036, 3.803, -0.183], [-0.308, 4.716, 1.088], [-0.384, 3.060, 1.711], [1.870, 3.086, 1.180], [1.691, 4.368, -0.034], [3.194, 3.031, -1.342], [2.487, 1.660, -2.225], [4.227, 2.683, 0.857], [5.347, 1.108, 2.390], [5.091, -1.298, 2.080], [5.359, -3.298, 0.930], [3.975, -4.371, 0.611], [3.941, -3.283, 2.018], [2.527, -2.684, -1.883], [3.919, -1.783, -2.533], [2.329, -1.656, -3.325]], "forces_ev_per_a": [[-0.13, 0.18, -0.20], [0.32, -0.24, 0.10], [-0.24, -0.13, -0.03], [-0.32, 0.19, 0.11], [0.66, -0.08, 0.03], [-0.34, 0.27, 0.14], [-0.21, 0.05, 0.06], [0.08, 0.10, 0.05], [0.08, 0.16, 0.08], [0.01, -0.74, -0.39], [0.36, -0.31, 0.21], [-0.10, 0.33, 0.14], [-0.16, 0.09, -0.06], [-0.23, -0.23, -0.04], [0.29, 0.12, -0.29], [-0.17, -0.24, -0.20], [-0.27, 0.60, 0.04], [0.20, -0.15, 0.32], [0.07, 0.18, 0.03], [0.13, 0.16, -0.02], [-0.10, -0.05, -0.20], [-0.01, -0.20, -0.13], [0.05, -0.08, 0.02], [-0.01, 0.08, 0.04], [0.00, -0.17, -0.01], [-0.10, -0.12, -0.12], [-0.18, 0.53, -0.19], [0.10, -0.18, 0.17], [0.20, 0.07, -0.01], [-0.08, 0.18, 0.58], [-0.02, -0.40, -0.36], [0.11, 0.04, 0.06], [-0.07, -0.08, 0.06], [0.09, -0.14, -0.05], [0.06, 0.09, -0.05], [-0.05, 0.00, -0.07], [-0.02, -0.18, -0.16], [0.00, 0.02, 0.02], [-0.04, 0.15, 0.04], [-0.12, -0.15, 0.04], [0.16, 0.18, 0.05], [-0.10, 0.15, 0.10], [-0.15, -0.15, -0.04], [-0.08, -0.07, 0.02], [0.04, -0.04, -0.02], [-0.15, 0.11, 0.09], [0.04, -0.17, -0.09], [0.03, -0.11, -0.01], [0.06, 0.13, -0.07], [-0.10, 0.07, -0.03], [0.04, -0.05, 0.11], [0.02, -0.07, -0.03], [0.12, 0.12, 0.04], [0.00, 0.13, 0.00], [0.06, 0.03, 0.07], [0.03, -0.10, 0.04], [-0.04, 0.01, 0.01], [0.05, 0.04, 0.07], [0.03, 0.00, -0.04], [0.05, 0.12, -0.09], [-0.02, 0.01, 0.02], [0.07, -0.02, 0.02]], "nbo_charge": [-0.616, -0.209, -0.443, -0.227, -0.239, -0.158, -0.048, -0.349, -0.064, -0.275, 0.701, -0.660, -0.529, -0.131, 0.703, -0.644, -0.606, -0.236, -0.223, -0.438, -0.220, -0.088, -0.220, -0.210, -0.281, 0.226, -0.510, -0.250, 0.311, -0.541, -0.242, 0.207, 0.210, 0.209, 0.205, 0.210, 0.245, 0.199, 0.217, 0.254, 0.223, 0.224, 0.204, 0.236, 0.235, 0.239, 0.406, 0.212, 0.210, 0.179, 0.198, 0.205, 0.220, 0.213, 0.216, 0.221, 0.179, 0.202, 0.179, 0.191, 0.180, 0.190]}

Record 3
{"formula": "H24O12", "method": "ωB97M-V/def2-TZVPD", "e_lumo_ha": -0.023, "e_above_lowest_kcal_mol": 301.1, "mol_weight_g_mol": 216.18, "symbols": ["O", "H", "H", "O", "H", "H", "O", "H", "H", "O", "H", "H", "O", "H", "H", "O", "H", "H", "O", "H", "H", "O", "H", "H", "O", "H", "H", "O", "H", "H", "O", "H", "H", "O", "H", "H"], "xyz": [[0.687, 1.176, 1.578], [-0.019, 1.074, 2.217], [1.237, 0.403, 1.704], [1.690, 0.954, -1.728], [1.179, 1.405, -1.055], [1.967, 1.649, -2.325], [-2.304, -1.880, -0.558], [-1.811, -1.200, -0.098], [-3.187, -1.825, -0.193], [-2.255, 1.282, 0.131], [-2.986, 1.290, -0.487], [-1.990, 2.200, 0.200], [-0.921, -2.695, 1.323], [-1.119, -1.903, 0.823], [-0.473, -2.378, 2.107], [3.082, -0.497, -0.421], [2.419, -0.093, -0.981], [2.958, -1.438, -0.543], [-0.881, -1.215, -2.182], [-1.575, -1.254, -1.524], [-0.092, -1.000, -1.686], [0.168, -0.293, -0.493], [0.912, -0.379, 0.103], [-0.570, -0.070, 0.075], [-0.905, 1.097, -2.151], [-0.085, 0.604, -2.112], [-1.126, 1.268, -1.236], [1.692, -0.631, 1.866], [2.074, -1.186, 1.186], [2.426, -0.422, 2.444], [-1.477, -0.506, 0.990], [-1.823, 0.211, 0.459], [-1.896, -0.398, 1.843], [1.528, 2.397, -0.075], [1.046, 1.875, 0.567], [2.434, 2.378, 0.233]], "forces_ev_per_a": [[-4.43, 4.03, 2.67], [-0.17, 0.32, 0.04], [0.16, 0.05, -0.42], [0.75, -1.56, -4.08], [0.21, 0.70, -0.05], [0.22, 0.04, -0.13], [-3.40, -2.20, -0.69], [-1.23, -1.11, -0.40], [-0.36, -0.22, 0.16], [-2.73, 4.34, -1.16], [-0.45, -0.12, -0.60], [0.44, 0.50, 0.22], [0.83, -2.14, 1.03], [0.78, -1.65, 0.72], [0.27, -0.10, 0.20], [1.23, -1.69, 1.88], [-0.38, 1.16, -1.43], [0.40, -0.48, -0.43], [0.69, -2.21, -3.85], [0.21, -0.18, -1.96], [-0.38, -0.98, -0.95], [3.09, 0.37, 2.09], [-0.25, 0.07, -0.18], [2.22, 0.07, -0.26], [-1.22, 3.02, -0.62], [-0.16, 0.18, -0.58], [0.53, 0.05, -0.83], [2.62, -5.55, 2.32], [0.51, -0.21, -0.58], [0.55, -0.18, 0.36], [-0.01, 0.30, 6.43], [-0.94, 1.14, 0.38], [-0.24, -0.32, 0.34], [1.05, 4.12, -0.43], [-0.64, 0.40, 0.95], [0.24, 0.07, -0.17]], "nbo_charge": [-0.969, 0.468, 0.445, -0.981, 0.500, 0.487, -0.897, 0.431, 0.461, -0.901, 0.529, 0.531, -0.950, 0.461, 0.434, -0.988, 0.493, 0.455, -0.996, 0.433, 0.456, -0.961, 0.472, 0.464, -0.965, 0.507, 0.416, -0.875, 0.521, 0.506, -0.928, 0.460, 0.512, -0.966, 0.464, 0.471]}

Record 4
{"formula": "C35H40F6MnNO10P3S2", "method": "ωB97M-V/def2-TZVPD", "e_lumo_ha": [-0.169, -0.106], "multiplicity": 5, "e_above_lowest_kcal_mol": 0.0, "charge": 1, "mol_weight_g_mol": 960.68, "symbols": ["Mn", "O", "P", "C", "P", "O", "C", "C", "C", "C", "C", "C", "C", "C", "C", "C", "C", "C", "C", "C", "C", "C", "C", "C", "C", "C", "C", "C", "C", "C", "H", "H", "H", "H", "H", "H", "H", "H", "H", "H", "H", "H", "H", "H", "H", "H", "H", "H", "H", "H", "H", "H", "F", "C", "F", "F", "S", "O", "O", "N", "S", "O", "O", "C", "F", "F", "F", "C", "C", "C", "C", "O", "P", "O", "O", "O", "C", "C", "C", "C", "H", "H", "H", "H", "H", "H", "H", "H", "H", "H", "H", "H", "H", "H", "H", "H", "H", "H"], "xyz": [[0.821, 1.395, -0.775], [-1.050, 0.934, -1.384], [-1.983, -0.078, -0.736], [-1.597, -0.244, 1.037], [-1.019, 1.305, 1.781], [0.250, 1.747, 1.058], [-2.325, 2.507, 1.632], [-3.630, 2.199, 2.026], [-4.630, 3.143, 1.881], [-4.331, 4.390, 1.340], [-3.038, 4.695, 0.947], [-2.028, 3.754, 1.093], [-0.661, 0.963, 3.490], [-1.381, 1.548, 4.529], [-1.045, 1.256, 5.842], [0.004, 0.392, 6.113], [0.728, -0.185, 5.076], [0.400, 0.097, 3.762], [-3.660, 0.525, -0.865], [-4.724, -0.230, -0.372], [-6.012, 0.269, -0.448], [-6.238, 1.516, -1.022], [-5.180, 2.264, -1.516], [-3.885, 1.773, -1.437], [-1.939, -1.730, -1.421], [-2.789, -2.032, -2.486], [-2.768, -3.295, -3.054], [-1.907, -4.263, -2.556], [-1.053, -3.966, -1.502], [-1.060, -2.701, -0.938], [-0.775, -0.951, 1.166], [-2.468, -0.622, 1.576], [-3.869, 1.227, 2.443], [-5.642, 2.908, 2.183], [-5.116, 5.126, 1.226], [-2.811, 5.665, 0.525], [-1.017, 3.978, 0.781], [-2.189, 2.237, 4.318], [-1.599, 1.711, 6.652], [0.268, 0.172, 7.139], [1.553, -0.849, 5.295], [0.977, -0.340, 2.953], [-4.551, -1.212, 0.055], [-6.842, -0.315, -0.072], [-7.248, 1.901, -1.089], [-5.361, 3.231, -1.966], [-3.050, 2.349, -1.814], [-3.472, -1.282, -2.867], [-3.428, -3.525, -3.879], [-1.900, -5.253, -2.993], [-0.371, -4.715, -1.122], [-0.365, -2.482, -0.140], [4.579, 1.686, -3.563], [4.823, 2.422, -2.492], [5.634, 1.788, -1.675], [5.338, 3.583, -2.846], [3.224, 2.716, -1.575], [3.467, 2.737, -0.169], [2.337, 1.595, -2.020], [2.692, 4.046, -2.221], [1.192, 4.410, -1.947], [0.494, 3.344, -1.176], [0.506, 4.926, -3.073], [1.265, 5.764, -0.695], [0.018, 6.105, -0.374], [1.894, 6.803, -1.207], [1.895, 5.336, 0.388], [2.098, -1.397, -3.468], [2.736, -2.521, -2.670], [4.253, -2.454, -2.706], [2.242, -3.875, -3.144], [2.269, -2.444, -1.273], [2.412, -1.216, -0.292], [3.652, -0.441, -0.381], [1.096, -0.361, -0.498], [2.051, -1.876, 1.103], [2.759, -3.015, 1.717], [2.629, -2.775, 3.209], [4.222, -3.042, 1.304], [2.028, -4.282, 1.302], [2.318, -1.525, -4.528], [2.490, -0.429, -3.157], [1.014, -1.408, -3.335], [4.585, -2.537, -3.742], [4.687, -3.283, -2.146], [4.618, -1.517, -2.288], [2.601, -4.061, -4.157], [1.152, -3.910, -3.152], [2.620, -4.666, -2.495], [3.119, -1.840, 3.484], [3.105, -3.588, 3.758], [1.578, -2.732, 3.501], [4.712, -2.099, 1.541], [4.334, -3.227, 0.236], [4.724, -3.847, 1.842], [0.977, -4.228, 1.593], [2.476, -5.143, 1.798], [2.091, -4.427, 0.224]], "forces_ev_per_a": [[-0.12, 0.18, -0.10], [-0.04, 0.06, -0.04], [0.02, -0.05, 0.02], [0.01, 0.02, 0.01], [0.05, -0.01, -0.02], [-0.03, 0.02, 0.03], [0.00, -0.03, 0.02], [0.01, -0.01, 0.00], [0.00, 0.02, 0.00], [0.00, 0.00, 0.00], [0.00, -0.01, 0.00], [0.02, 0.02, -0.01], [-0.03, 0.01, 0.00], [0.00, 0.01, -0.01], [-0.01, 0.01, 0.01], [0.02, -0.01, -0.01], [-0.01, 0.02, 0.00], [0.03, -0.02, 0.00], [0.00, 0.01, 0.00], [-0.01, -0.01, 0.01], [0.00, 0.01, -0.01], [0.00, 0.00, 0.00], [0.00, -0.01, -0.01], [0.01, 0.00, 0.01], [0.02, 0.00, 0.00], [0.01, 0.02, -0.02], [-0.01, 0.00, 0.00], [0.00, 0.00, 0.00], [0.00, 0.00, 0.00], [0.00, 0.01, 0.00], [0.01, -0.02, 0.00], [-0.01, 0.00, -0.02], [0.00, 0.00, 0.00], [0.00, 0.00, 0.00], [0.00, 0.00, 0.00], [0.00, 0.00, 0.00], [-0.01, 0.00, 0.01], [0.00, 0.00, 0.00], [0.00, 0.00, 0.00], [0.00, 0.00, 0.00], [0.01, -0.01, 0.00], [0.00, 0.00, 0.00], [0.00, 0.00, 0.00], [0.00, 0.00, 0.00], [0.00, 0.00, 0.00], [0.00, 0.00, 0.00], [0.00, 0.00, 0.00], [0.00, 0.00, 0.00], [0.00, 0.00, 0.00], [0.00, 0.00, 0.00], [-0.01, 0.00, 0.00], [0.00, 0.00, 0.01], [-0.01, 0.03, 0.00], [-0.04, 0.02, -0.05], [-0.01, -0.03, -0.01], [0.02, 0.00, 0.03], [0.01, -0.06, 0.07], [0.03, 0.06, -0.11], [0.08, -0.06, 0.15], [0.01, 0.01, 0.02], [0.01, 0.02, -0.03], [-0.04, -0.16, 0.04], [-0.01, 0.01, 0.01], [0.01, -0.03, -0.01], [-0.01, 0.00, 0.00], [0.01, 0.01, 0.00], [0.00, 0.01, 0.00], [-0.02, 0.01, 0.05], [-0.03, 0.00, -0.02], [0.00, 0.00, -0.01], [0.02, -0.01, -0.01], [0.02, -0.01, 0.00], [-0.02, 0.00, 0.04], [0.01, 0.00, 0.01], [0.01, -0.01, -0.04], [0.01, -0.03, -0.02], [0.00, 0.01, 0.01], [0.00, 0.01, 0.02], [-0.01, 0.01, -0.01], [0.01, 0.01, 0.00], [0.01, -0.02, 0.00], [0.00, 0.00, -0.02], [0.01, 0.01, -0.01], [0.01, 0.00, 0.00], [0.00, 0.00, 0.01], [-0.01, -0.01, 0.00], [0.00, 0.00, 0.00], [0.01, 0.01, 0.01], [0.00, 0.00, 0.00], [0.00, 0.00, 0.00], [0.00, -0.01, 0.01], [0.00, 0.00, 0.00], [0.00, 0.00, 0.01], [0.00, -0.01, 0.00], [0.00, 0.00, 0.01], [0.01, 0.01, 0.01], [0.00, -0.01, 0.00], [0.01, 0.00, -0.01]], "mulliken_charge": [1.368, -0.990, 1.738, -0.585, 1.449, -0.814, 0.513, -0.112, -0.797, -0.722, -0.466, -1.009, 0.153, -0.563, -0.837, -0.639, -0.737, -0.103, 0.452, -0.537, -0.837, -0.526, -0.581, -0.654, 0.425, -0.888, -0.781, -0.513, -0.817, 0.639, -0.048, 1.113, 0.450, 0.475, 0.448, 0.522, 0.381, 0.375, 0.421, 0.407, 0.423, 0.222, 0.491, 0.436, 0.434, 0.467, 0.420, 0.483, 0.439, 0.440, 0.465, -0.639, -0.189, 0.566, -0.170, -0.185, 1.100, -0.595, -0.967, -0.586, 1.104, -0.306, -0.642, 0.664, -0.182, -0.208, -0.200, -1.151, 1.703, -1.749, -1.642, 0.527, 0.035, -0.916, 1.016, 0.245, 1.659, -1.820, -1.548, -1.360, 0.594, -0.085, 0.139, 0.514, 0.336, 0.251, 0.440, 0.273, 0.355, 0.394, 0.522, 0.322, 0.404, 0.102, 0.521, 0.278, 0.548, 0.037]}

Record 5
{"formula": "C2H6N2O3S", "method": "ωB97M-V/def2-TZVPD", "e_lumo_ha": 0.008, "e_above_lowest_kcal_mol": 154.6, "mol_weight_g_mol": 138.15, "symbols": ["C", "S", "C", "O", "N", "N", "O", "O", "H", "H", "H", "H", "H", "H"], "xyz": [[1.125, -0.054, 1.593], [0.599, 0.578, 0.113], [1.161, -0.566, -1.183], [0.918, 1.949, -0.163], [-1.120, 0.549, -0.604], [-2.183, -0.245, 0.129], [-3.235, 0.309, 0.238], [-1.793, -1.262, 0.569], [1.103, 0.576, 2.432], [0.791, -1.035, 1.719], [0.897, -1.608, -1.121], [0.885, -0.091, -2.094], [2.306, -0.559, -1.010], [-1.453, 1.459, -0.619]], "forces_ev_per_a": [[-0.70, 1.38, -3.21], [-0.07, -2.70, 1.34], [3.09, 0.77, 1.66], [0.21, 0.47, -0.34], [-0.31, -2.91, 1.15], [2.55, 3.45, -1.10], [-0.82, -0.18, -0.13], [0.16, -2.27, 0.65], [-0.22, 1.01, 0.77], [-0.23, -1.62, 0.10], [-0.81, -0.12, 0.37], [-0.19, 0.17, -0.71], [-1.74, 0.18, -0.59], [-0.92, 2.37, 0.04]], "nbo_charge": [-0.921, 1.847, -0.823, -0.910, -0.728, 0.657, -0.364, -0.363, 0.237, 0.227, 0.262, 0.251, 0.248, 0.380]}